{
  "formula": "C53H38Cl3F9GeN8PRbS4",
  "method": "ωB97M-V/def2-TZVPD",
  "elements": ["Rb", "C", "S", "C", "S", "N", "N", "C", "C", "C", "C", "C", "C", "N", "H", "H", "H", "H", "H", "H", "H", "H", "C", "C", "N", "C", "C", "S", "C", "C", "S", "C", "N", "C", "H", "H", "H", "H", "H", "H", "H", "H", "N", "C", "C", "C", "C", "C", "C", "C", "C", "C", "C", "C", "C", "N", "C", "C", "C", "C", "N", "H", "H", "H", "H", "H", "H", "H", "H", "H", "H", "Cl", "Ge", "Cl", "Cl", "F", "C", "F", "F", "C", "C", "C", "C", "C", "C", "P", "C", "C", "C", "C", "C", "C", "C", "F", "F", "F", "C", "C", "C", "C", "C", "C", "C", "F", "F", "F", "H", "H", "H", "H", "H", "H", "H", "H", "H", "H", "H", "H"],
  "xyz": [[1.11725, -0.35242, 1.15413], [-5.32749, -0.39424, 2.11199], [-4.33061, -0.18194, 3.62285], [-2.68868, 0.36113, 2.96317], [-2.41261, 0.53626, 1.33629], [-1.90541, 0.41270, 4.00189], [-0.54031, 0.47541, 3.73143], [0.06770, 1.23771, 4.62682], [1.55310, 1.30216, 4.56555], [2.22329, 2.18558, 5.38483], [3.58752, 2.15920, 5.41241], [4.19882, 1.18046, 4.70637], [3.43534, 0.28264, 3.94937], [2.15590, 0.29620, 3.88925], [-6.30843, -0.80635, 2.34140], [-4.82972, -1.16757, 1.51225], [-5.35895, 0.57673, 1.57948], [-0.45924, 1.42039, 5.56836], [1.63685, 3.02541, 5.88867], [4.11561, 2.77921, 6.09898], [5.25542, 1.04645, 4.62995], [3.98137, -0.39639, 3.27569], [2.07121, -3.66740, 3.82107], [3.32873, -3.28971, 3.09756], [3.35224, -2.83173, 1.91847], [4.64435, -2.49962, 1.46833], [5.63506, -2.71382, 2.42440], [4.89422, -3.41111, 3.78610], [4.91381, -1.99774, 0.10369], [5.84017, -2.39014, -0.82601], [5.53904, -1.47046, -2.23477], [4.26309, -0.54751, -1.49391], [4.07223, -0.95624, -0.28275], [3.42912, 0.51022, -2.14550], [1.34823, -2.90169, 3.66000], [2.21446, -3.76063, 4.92125], [1.78439, -4.65374, 3.52493], [6.64807, -2.37633, 2.30235], [6.57859, -3.16878, -0.67461], [2.75926, 0.17854, -2.92269], [4.10701, 1.33384, -2.42826], [2.82717, 0.89341, -1.27475], [-5.65281, -7.97711, -3.73010], [-5.21856, -7.28002, -2.95079], [-4.55704, -6.53640, -1.92939], [-4.75272, -5.20011, -2.02340], [-3.84415, -4.34650, -1.47281], [-2.79824, -4.82901, -0.62383], [-2.61726, -6.26818, -0.44640], [-3.49288, -7.10094, -1.19553], [-1.72677, -3.87214, -0.21229], [-1.74705, -3.46693, 1.19068], [-2.67373, -4.04506, 2.11292], [-2.32103, -3.54282, 3.31945], [-1.22816, -2.67647, 3.07504], [-0.85013, -2.65992, 1.85353], [-0.94560, -3.44228, -1.32529], [-0.63578, -4.26159, -2.46282], [0.51191, -3.72578, -3.00128], [0.83792, -2.60553, -2.22366], [-0.04041, -2.40509, -1.16538], [-5.52727, -4.88946, -2.81142], [-3.82990, -3.31026, -1.62772], [-1.77344, -6.70110, 0.10694], [-3.35362, -8.18915, -1.16398], [-3.42333, -4.77395, 1.83528], [-2.93041, -3.65683, 4.20162], [-0.67675, -2.20017, 3.88401], [-1.09298, -5.25151, -2.67988], [1.01002, -4.21905, -3.85677], [1.63036, -1.94624, -2.40539], [7.13473, 1.33506, 1.48206], [5.59540, 2.50333, 0.10636], [3.61499, 2.11753, 1.05123], [6.02108, 4.42147, 1.17247], [3.35917, 5.26472, -5.93883], [3.02885, 3.98029, -5.88610], [4.15642, 3.34897, -6.08163], [2.28042, 3.69414, -7.04636], [2.24715, 3.56627, -4.68687], [0.94179, 3.14441, -4.78507], [0.18228, 2.93199, -3.69366], [0.65318, 3.05343, -2.42796], [1.99297, 3.44829, -2.25463], [2.77912, 3.74078, -3.41385], [-0.23474, 2.57956, -0.85249], [-1.70670, 1.85612, -1.57823], [-2.95949, 2.29379, -1.80681], [-3.93703, 1.59366, -2.51951], [-3.71171, 0.34269, -2.96566], [-2.46651, -0.27981, -2.61710], [-1.51663, 0.52464, -2.01130], [-4.68744, -0.57023, -3.71038], [-4.38701, -0.68501, -5.01997], [-4.74081, -1.80289, -3.18023], [-5.97024, -0.15982, -3.66645], [-0.82223, 4.23098, -0.18040], [-1.75278, 4.18932, 0.86615], [-1.92502, 5.28124, 1.68257], [-1.35818, 6.48630, 1.31871], [-0.55937, 6.55484, 0.16161], [-0.22885, 5.42733, -0.56317], [-1.72341, 7.78152, 2.00006], [-0.79650, 8.66410, 1.72304], [-2.90631, 8.30212, 1.52730], [-1.80036, 7.71769, 3.30283], [0.50488, 2.84953, -5.73658], [-0.78069, 2.52427, -3.76958], [2.52770, 3.38921, -1.31344], [3.80784, 3.95144, -3.33064], [-3.26109, 3.25341, -1.39810], [-4.93253, 2.08441, -2.67596], [-2.23641, -1.30179, -2.79450], [-0.55808, 0.05945, -1.90379], [-2.13241, 3.16039, 1.11689], [-2.57929, 5.23663, 2.53726], [-0.18769, 7.53878, -0.13741], [0.33413, 5.49706, -1.46932]],
  "atomic_forces_ev_per_a": [[-0.1, -0.4, -0.1], [0.9, 0.1, -0.3], [0.2, 0.4, -0.4], [-1.8, -1.4, 0.4], [0.3, 0.1, -0.4], [1.7, -0.2, 0.3], [-0.3, 2.5, 1.2], [-0.3, -3.0, -1.2], [-1.2, -0.8, 0.8], [-2.1, 1.9, 0.0], [0.4, -0.3, 0.9], [0.5, -1.0, -0.9], [2.6, 0.0, -0.7], [-2.0, 0.8, -0.1], [-0.1, 0.4, 0.4], [0.0, 0.4, -0.1], [-0.2, -0.8, 0.1], [0.0, 0.9, -0.4], [0.8, -1.4, -0.6], [0.5, 0.6, 0.1], [0.6, 0.2, 0.2], [-0.3, 0.0, 0.5], [1.4, -0.2, 1.4], [0.3, -0.4, 1.2], [0.5, 1.3, -2.8], [0.8, -0.8, 1.5], [-1.7, 0.2, -1.6], [0.7, 0.0, 1.2], [-1.0, 1.0, 0.2], [-1.1, 0.4, 0.9], [0.6, 0.3, -0.9], [0.5, -1.5, 0.1], [-0.3, -0.5, 0.4], [0.4, 0.8, 1.9], [-0.7, 0.2, -0.4], [0.2, 0.3, -0.6], [-0.7, -0.4, -0.6], [0.2, -0.3, 0.3], [-0.1, 0.2, -0.4], [0.1, -0.1, -0.4], [-0.5, -0.3, -0.3], [0.4, -0.2, -1.0], [-1.1, -1.2, -1.8], [0.7, -0.1, 2.0], [1.1, -1.5, -0.1], [-1.3, 1.6, -2.1], [1.7, -0.8, 2.3], [-0.1, -2.2, -0.8], [-1.5, 1.3, -1.5], [0.4, 0.4, 1.2], [-0.5, 1.0, 0.6], [0.2, -1.0, -2.8], [0.0, -0.4, -0.6], [-1.7, -0.2, 0.4], [0.5, 0.1, 2.4], [0.8, 0.7, -1.8], [0.2, 0.0, 2.4], [-0.1, -0.8, 0.1], [-0.6, -1.6, -1.0], [-2.4, 0.4, 2.3], [1.9, -0.6, -2.7], [1.2, 0.0, 1.6], [-0.3, 1.3, -0.3], [-0.5, 0.4, -0.2], [-0.1, 0.5, -0.2], [-0.1, 0.3, 0.3], [0.4, 0.0, 0.4], [-0.1, 0.3, -0.3], [0.3, 1.1, 0.0], [0.0, 0.8, 0.7], [1.1, 0.9, -0.1], [-0.5, -0.1, -0.2], [1.3, -0.2, -0.4], [-0.9, -0.1, 0.7], [-0.1, 0.4, 0.1], [-0.5, 0.8, 0.3], [-1.3, -0.6, -2.1], [1.4, -1.2, 0.4], [0.5, 0.6, 1.1], [0.1, 0.9, 0.9], [0.0, -0.4, -2.1], [-0.8, -0.5, 0.7], [1.6, 0.6, 2.5], [0.9, -0.1, -1.8], [-1.6, -0.8, 0.9], [0.2, 1.1, -0.1], [0.3, -2.3, -0.8], [-1.6, 2.0, 0.4], [-1.7, 1.5, 0.1], [1.2, -3.1, 0.0], [-0.8, 2.3, 0.0], [0.3, -0.7, -0.3], [-0.7, 0.8, 0.2], [0.3, -0.1, 0.3], [0.6, -0.2, -0.1], [0.0, 0.7, 0.0], [0.1, -0.9, -0.5], [1.0, -2.0, 0.2], [-0.8, 0.3, -0.1], [0.1, 0.1, -1.0], [0.0, 1.0, 0.6], [-1.1, 0.0, 0.4], [-0.3, -0.7, -1.5], [1.0, 1.6, -0.3], [0.4, -0.4, 0.4], [-0.6, -0.4, 1.5], [0.2, 0.5, 0.0], [-1.3, -0.3, -0.6], [-0.3, 0.3, 0.2], [1.1, 0.5, 0.4], [0.0, 0.1, -0.2], [1.1, -0.5, 0.1], [0.1, -0.7, -0.4], [0.5, -0.2, 0.4], [0.0, 1.3, 0.0], [-0.1, -0.1, 0.2], [0.0, -0.4, 0.0], [0.5, 0.0, -0.2]],
  "lowdin_spin": [0.000, 0.001, -0.015, -0.001, 0.270, 0.244, -0.013, 0.078, 0.002, 0.013, 0.000, 0.014, 0.000, 0.010, 0.000, 0.001, 0.000, 0.002, 0.000, 0.000, 0.001, 0.000, 0.000, 0.000, 0.000, 0.000, 0.000, 0.000, 0.000, 0.000, 0.000, 0.000, 0.000, 0.000, 0.000, 0.000, 0.000, 0.000, 0.000, 0.000, 0.000, 0.000, 0.000, 0.000, 0.000, 0.001, -0.002, -0.006, -0.002, 0.001, -0.033, 0.098, -0.004, 0.060, 0.028, 0.008, 0.067, 0.043, 0.037, 0.083, -0.010, 0.000, 0.000, 0.000, 0.000, -0.002, 0.003, -0.001, 0.001, 0.001, 0.005, 0.000, 0.000, 0.000, 0.000, 0.000, 0.000, 0.000, 0.000, 0.000, 0.000, 0.000, 0.000, 0.000, 0.000, 0.001, 0.000, 0.001, 0.001, 0.000, 0.001, 0.000, 0.000, 0.000, 0.000, 0.000, 0.000, 0.006, 0.000, 0.000, 0.000, 0.000, 0.000, 0.000, 0.000, 0.000, 0.000, 0.000, 0.000, 0.000, 0.000, 0.000, 0.000, 0.000, 0.008, 0.000, 0.000, 0.000],
  "multiplicity": 2,
  "lumo_energy_ev": [1.261, -1.647],
  "energy_ev": -239328.0443,
  "max_force_ev_per_a": 3.34,
  "homo_energy_ev": [-5.755, -4.826],
  "total_charge": -1
}